(1)
28
Properties=species:S:1:pos:R:3 method="wB97M-V/def2-TZVPD" energy_ev=-30633.2542 e_above_lowest_kj_mol=0.00 e_lumo_ev=-13.718 gap_ha=0.063 charge=+2
C 2.16 -1.44 0.64
C 0.97 -0.43 0.47
C 1.47 0.98 0.74
C 2.97 1.14 1.07
O 3.57 2.06 0.59
O -0.03 -1.01 1.35
C -0.73 -1.94 0.66
O -1.63 -2.60 1.06
O -0.29 -2.01 -0.67
C 0.38 -0.80 -0.88
C -0.54 0.16 -1.68
C -1.32 1.20 -0.86
C -2.44 0.58 -0.01
Cl -3.93 1.68 -0.22
H 2.96 -1.23 -0.08
H 1.84 -2.47 0.45
H 2.54 -1.41 1.65
H 0.93 1.37 1.60
H 1.28 1.62 -0.12
H 3.54 0.46 1.74
H 1.25 -0.90 -1.53
H -1.28 -0.47 -2.16
H 0.00 0.62 -2.50
H -0.73 1.85 -0.21
H -1.79 1.88 -1.58
H -2.73 -0.43 -0.29
H -2.20 0.67 1.04
Be -6.23 0.87 -0.28



(2)
42
Properties=species:S:1:pos:R:3 method="wB97M-V/def2-TZVPD" energy_ev=-1079203.0987 e_lumo_ev=-0.597 gap_ha=0.347
O 2.14 -3.96 1.79
S 0.92 -3.18 1.45
O 0.65 -3.32 0.01
C 1.23 -1.48 2.00
C -0.15 -0.80 2.33
C -1.40 -1.55 1.78
O -1.53 -1.42 0.37
C -1.52 -3.02 2.26
O -0.27 -3.73 2.42
H 1.78 -1.53 2.95
H 1.85 -0.90 1.30
H -0.16 0.18 1.84
H -0.29 -0.59 3.40
H -2.27 -1.03 2.20
H -2.17 -0.74 0.19
H -2.24 -3.59 1.65
H -1.96 -2.97 3.27
C 2.95 -0.78 6.43
Br 2.92 0.94 5.55
Br 2.46 -0.64 8.29
Br 1.85 -2.07 5.50
H 3.97 -1.15 6.39
C 0.40 3.94 0.15
Br 0.53 5.84 0.49
Br 2.02 3.02 0.68
Br -1.18 3.17 0.96
H 0.31 3.82 -0.92
C -1.13 4.51 -3.87
Br -2.88 3.88 -3.33
Br -0.70 6.21 -3.04
Br 0.23 3.17 -3.56
H -1.17 4.69 -4.94
C -3.50 1.04 -6.27
Br -4.62 -0.38 -5.59
Br -1.80 0.37 -6.90
Br -4.41 2.08 -7.63
H -3.29 1.71 -5.45
C 2.38 -2.02 -2.81
Br 3.57 -2.84 -4.10
Br 3.19 -1.91 -1.06
Br 1.74 -0.30 -3.44
H 1.52 -2.67 -2.71



(3)
25
Properties=species:S:1:pos:R:3 method="wB97M-V/def2-TZVPD" energy_ev=-89507.2504 e_above_lowest_kj_mol=588.83 e_lumo_ev=0.157 gap_ha=0.305
C 0.62 2.83 0.57
C 0.48 1.83 -0.42
C 0.56 2.72 1.94
C 0.11 0.31 2.03
C 0.37 0.53 -0.25
C 0.29 1.50 2.58
C 1.01 -2.48 -0.09
C 0.17 -0.76 -2.97
C -1.90 -1.17 -1.06
O -0.44 -0.79 2.56
Si 0.04 -1.09 -1.11
Br -0.24 1.50 4.47
H 0.55 3.95 0.15
H 0.63 2.16 -1.44
H 0.75 3.66 2.42
H 0.83 -3.59 -0.38
H 2.13 -2.38 0.00
H 0.63 -2.32 0.91
H 0.14 -1.79 -3.47
H -0.61 -0.04 -3.45
H 1.16 -0.25 -3.25
H -2.08 -1.92 -1.91
H -2.24 -1.69 -0.14
H -2.26 -0.12 -1.16
H -0.70 -0.60 3.47



(4)
25
Properties=species:S:1:pos:R:3 method="wB97M-V/def2-TZVPD" energy_ev=-25597.5443 e_lumo_ev=2.723 gap_ha=0.160 charge=-1
C 3.37 2.71 1.08
C 2.14 2.30 0.36
C 0.80 2.91 0.91
C -0.46 1.90 0.74
C -1.78 2.83 0.79
O -2.28 3.26 1.87
Cl -2.55 3.30 -0.84
H 3.72 2.06 1.95
H 3.87 3.70 0.75
H 2.22 1.61 -0.57
H 0.55 3.81 0.24
H -0.49 1.34 -0.26
H -0.46 1.20 1.65
C -0.75 -3.87 -1.56
C -0.88 -3.30 -0.15
C -1.09 -1.78 -0.14
C 0.08 -1.10 -0.78
N 1.01 -0.57 -1.29
H 0.12 -3.46 -2.08
H -0.63 -4.95 -1.52
H -1.64 -3.64 -2.15
H 0.02 -3.55 0.42
H -1.72 -3.78 0.35
H -1.19 -1.42 0.89
H -2.00 -1.51 -0.68



(5)
25
Properties=species:S:1:pos:R:3 method="wB97M-V/def2-TZVPD" energy_ev=-15235.7191 e_above_lowest_kj_mol=566.78 e_lumo_ev=0.635 gap_ha=0.323
C 2.64 1.24 0.77
C 1.90 0.56 1.94
C 1.27 -0.76 1.55
C 0.12 -0.37 0.67
C 0.40 -0.33 -0.66
C -0.75 -0.20 -1.56
C -0.56 -0.43 -3.01
C -1.95 0.09 -1.15
C -2.19 -0.10 0.28
H 3.49 0.47 0.49
H 2.94 2.23 0.97
H 2.13 1.20 -0.25
H 2.45 0.31 3.07
H 0.94 -1.42 2.45
H 1.84 -1.51 0.82
H 1.34 -0.61 -1.07
H -0.28 0.62 -3.73
H 0.66 -1.35 -2.99
H -1.75 -0.96 -3.54
H -2.98 0.42 -1.67
H -3.42 -0.15 1.85
H -4.27 0.04 0.33
N -3.37 0.20 0.89
N -1.21 -0.54 1.19
F 0.62 1.34 2.37



(6)
24
Properties=species:S:1:pos:R:3 method="wB97M-V/def2-TZVPD" energy_ev=-20134.8533 spin_multiplicity=3 e_lumo_ev="0.850 / -2.912" gap_ha="0.224 / 0.240"
C 2.41 -0.39 2.28
C 1.02 -0.61 2.52
C 2.92 -0.78 1.01
C 0.25 -1.14 1.52
C 2.11 -1.40 0.07
C 0.73 -1.55 0.25
C -0.38 2.68 -0.90
C -0.60 -3.91 -1.72
C 0.50 2.99 0.09
F 0.20 -1.26 -2.38
Si -0.44 -2.14 -1.12
H 3.12 0.06 2.96
H 0.73 -0.48 3.59
H 3.93 -0.51 0.71
H -0.80 -1.36 1.81
H 2.56 -1.55 -0.92
H -1.40 3.03 -0.73
H -0.15 2.10 -1.76
H -1.57 -1.17 -1.02
H -1.70 -4.20 -2.05
H 0.07 -3.99 -2.58
H -0.24 -4.59 -0.90
H 1.45 2.48 0.36
H 0.01 3.56 0.87



(7)
24
Properties=species:S:1:pos:R:3 method="wB97M-V/def2-TZVPD" energy_ev=-15197.4319 e_above_lowest_kj_mol=335.43 e_lumo_ev="5.632 / 5.631" gap_ha="0.115 / 0.115" charge=-2
C -0.11 0.93 -2.57
C 1.27 0.80 -2.35
C 1.66 1.66 -1.29
C 0.55 2.45 -0.90
C -0.61 1.99 -1.64
Hg -0.93 -0.09 -0.71
C 1.40 -1.97 0.08
C -0.01 -2.26 -0.30
C -0.18 -3.15 -1.42
N -1.16 -1.82 0.32
H 2.68 1.80 -0.92
H 1.93 0.12 -2.85
H 0.53 3.24 -0.13
H -1.62 2.47 -1.65
H -0.70 0.49 -3.36
H 2.38 -1.92 -0.53
H -2.07 -1.58 0.83
H 1.56 -1.81 1.15
H 0.53 -3.82 -1.93
H -1.17 -3.16 -1.78
C 1.00 0.52 2.60
H 0.97 1.43 1.98
H 0.13 -0.16 2.61
H 1.79 0.44 3.37



(8)
24
Properties=species:S:1:pos:R:3 method="wB97M-V/def2-TZVPD" energy_ev=-12514.7825 e_above_lowest_kj_mol=273.78 e_lumo_ev=-4.174 gap_ha=0.328 charge=+1
C 3.50 -0.44 0.23
N 2.24 -0.33 0.25
C 1.41 -0.90 -0.71
C 0.18 -1.26 -0.40
C -0.86 -1.89 0.04
C -2.28 -1.43 0.21
C -2.61 -0.01 -0.09
C -1.82 1.06 -0.13
C -0.42 1.17 0.21
C 0.40 2.06 -0.64
N 0.08 0.74 1.34
H 4.05 -1.04 -0.50
H 4.07 0.06 0.99
H 1.77 -0.95 -1.74
H -0.73 -2.94 0.28
H -2.60 -1.66 1.23
H -2.91 -2.06 -0.43
H -3.65 0.13 -0.37
H -2.23 1.97 -0.54
H 1.46 1.93 -0.47
H 0.15 3.10 -0.39
H 0.16 1.93 -1.69
H -0.49 0.18 1.96
H 1.11 0.59 1.37



(9)
25
Properties=species:S:1:pos:R:3 method="wB97M-V/def2-TZVPD" energy_ev=-14561.4382 e_above_lowest_kj_mol=430.54 e_lumo_ev=-3.700 gap_ha=0.324 charge=+1
C -1.92 1.50 -0.74
N -0.76 0.51 -0.85
C 0.46 1.23 -1.08
C 1.40 1.15 -0.18
N 1.02 0.45 0.92
C 1.04 1.24 2.15
C 0.10 -0.46 0.69
C 0.47 -1.61 -0.13
C -0.22 -2.81 -0.15
C 0.53 -3.62 -1.00
C 1.55 -2.88 -1.50
O 1.53 -1.65 -0.90
H -2.34 1.75 -1.65
H -2.68 1.21 0.08
H -1.59 2.48 -0.32
H -1.04 -0.13 -1.54
H 0.62 1.69 -2.00
H 2.24 1.72 -0.16
H 2.04 1.08 2.65
H 0.92 2.20 1.82
H 0.25 0.81 2.80
H -0.56 -0.57 1.48
H -1.02 -3.02 0.61
H 0.13 -4.65 -1.32
H 2.53 -2.97 -2.01



(10)
26
Properties=species:S:1:pos:R:3 method="wB97M-V/def2-TZVPD" energy_ev=-25396.2710 e_above_lowest_kj_mol=292.34 e_lumo_ev=-3.797 gap_ha=0.307 charge=+1
C -4.25 -0.75 -0.12
C -4.81 0.48 0.01
C -2.78 -0.64 -0.01
C -1.72 -1.59 -0.28
C 3.81 -0.15 0.52
C 3.76 0.99 -0.36
C 2.64 0.87 0.81
C 0.99 -0.14 -0.96
C 1.29 0.50 0.31
N -2.39 0.63 0.23
N 0.29 0.92 0.98
O -2.21 -2.78 -0.13
S -3.57 1.71 0.29
H -4.95 -1.54 -0.28
H -5.77 0.82 -0.12
H 3.55 -1.06 -0.10
H 4.53 -0.17 1.35
H 4.44 1.86 -0.42
H 3.43 0.76 -1.38
H 2.66 1.39 1.68
H 0.10 -0.74 -1.11
H 1.83 -0.75 -1.31
H 1.00 0.65 -1.70
H -1.59 -3.32 -0.67
H -0.76 0.88 0.82
H 0.50 1.16 1.96



(11)
26
Properties=species:S:1:pos:R:3 method="wB97M-V/def2-TZVPD" energy_ev=-34186.4014 e_above_lowest_kj_mol=96.18 e_lumo_ev=-3.536 gap_ha=0.293 charge=+1 smiles="S=C1[C@@H]([NH+]2CCCC2)[C@@H]2SC=CN12"
S -0.40 -1.73 -2.59
C -0.13 -1.68 -1.00
C 0.32 -0.56 -0.08
N -0.36 0.73 -0.17
C -0.06 1.47 -1.45
C -0.04 2.96 -1.08
C -0.52 3.02 0.37
C -0.05 1.68 0.93
C -0.13 -1.67 1.11
S 1.03 -2.44 2.27
C 0.90 -3.94 1.37
C 0.17 -3.87 0.25
N -0.33 -2.59 0.01
H 1.40 -0.42 -0.06
H -1.37 0.55 -0.16
H -0.80 1.22 -2.20
H 0.91 1.13 -1.82
H -0.67 3.55 -1.74
H 0.97 3.35 -1.16
H -0.10 3.86 0.91
H -1.61 3.09 0.42
H 1.03 1.69 1.08
H -0.54 1.39 1.86
H -1.05 -1.36 1.62
H 1.41 -4.80 1.76
H 0.00 -4.64 -0.47



(12)
28
Properties=species:S:1:pos:R:3 method="wB97M-V/def2-TZVPD" energy_ev=-20153.1869 e_above_lowest_kj_mol=434.66 e_lumo_ev=0.561 gap_ha=0.350 smiles="C[C@@H](NO)c1ccccc1.[H]/N=N/[H].O=C=O"
C -0.78 1.70 -1.62
C -0.56 0.91 -0.28
N -1.18 -0.42 -0.43
O -0.79 -1.02 -1.67
C 0.85 0.91 0.06
C 1.27 2.04 0.83
C 2.60 2.22 1.31
C 3.59 1.25 0.79
C 3.11 0.12 0.06
C 1.72 -0.01 -0.26
H -1.82 1.56 -1.72
H -0.35 2.67 -1.51
H -0.28 1.18 -2.46
H -1.13 1.40 0.49
H -0.69 -1.01 0.26
H -1.60 -1.06 -2.16
H 0.44 2.65 1.16
H 2.81 3.12 1.79
H 4.61 1.13 1.03
H 3.74 -0.71 -0.15
H 1.42 -0.90 -0.87
H -0.59 -3.77 2.03
N -0.56 -3.83 1.07
N -1.75 -3.86 0.74
H -1.82 -3.85 -0.28
O -3.65 0.03 1.27
C -4.07 -0.82 0.61
O -4.54 -1.64 -0.06